C23H42Cu2N3O4 | ωB97M-V with the def2-TZVPD basis set

```
! wB97M-V def2-TZVPD RIJCOSX def2/J DEFGRID3
* xyz 1 1
C 9.48 -1.19 0.25
N 8.15 -0.64 0.28
C 7.04 -1.43 0.58
C 5.74 -0.92 0.55
C 5.57 0.50 0.38
C 6.69 1.26 0.00
C 7.96 0.69 -0.07
C 4.24 1.15 0.24
C 3.93 2.43 0.67
C 2.67 2.96 0.67
N 1.59 2.22 0.15
C 1.94 1.02 -0.47
C 3.23 0.51 -0.42
C 0.24 2.67 0.23
H 9.38 -2.27 0.15
H 9.98 -0.91 1.17
H 10.00 -0.81 -0.63
H 7.30 -2.46 0.79
H 4.87 -1.54 0.72
H 6.59 2.26 -0.40
H 8.91 1.15 -0.29
H 4.83 2.82 1.12
H 2.43 3.96 1.01
H 1.13 0.48 -0.93
H 3.39 -0.39 -0.99
H -0.32 2.01 -0.42
H 0.13 3.65 -0.22
H 0.00 2.56 1.28
Cu -0.26 -3.01 -2.46
Cu -0.61 -1.69 -0.29
C -3.42 3.60 -0.45
C -3.20 2.53 -1.60
C -3.98 1.24 -1.34
C -3.64 0.46 -0.06
N -4.66 -0.66 0.27
C -4.70 -1.80 -0.80
C -6.09 -2.07 -1.33
C -6.92 -0.87 -0.81
C -6.20 -0.22 0.40
C -4.19 -1.32 1.62
H -2.89 4.52 -0.66
H -3.10 3.32 0.55
H -4.47 3.89 -0.41
H -2.14 2.33 -1.45
H -3.33 2.91 -2.62
H -3.56 0.57 -2.09
H -5.06 1.34 -1.49
H -3.48 1.09 0.82
H -2.83 -0.22 -0.33
H -4.38 -2.71 -0.29
H -4.03 -1.60 -1.65
H -6.54 -2.98 -0.93
H -6.10 -2.22 -2.41
H -7.94 -1.17 -0.56
H -7.00 -0.09 -1.57
H -6.65 -0.39 1.38
H -6.23 0.86 0.35
H -4.89 -2.12 1.84
H -4.41 -0.47 2.27
H -3.13 -1.54 1.47
C -0.15 0.01 2.64
O -1.11 0.03 1.63
H 0.75 0.58 2.42
H -0.51 0.54 3.53
H 0.19 -0.99 2.91
C 2.07 -3.12 0.54
O 1.69 -2.90 -0.82
H 2.85 -3.88 0.58
H 2.42 -2.23 1.06
H 1.27 -3.45 1.19
O -1.93 -3.36 -0.99
H -2.80 -3.50 -0.58
O -0.45 -0.69 -2.43
H -1.34 -0.28 -2.46
*
```

E_LUMO (hartree): -0.188
Orbital gap (eV): 2.833
E_tot (eV): -126456.522
ΔE to the lowest compared entry with this formula, charge and spin (kJ/mol): 120.4

Löwdin atomic charge list, values in e, 5 entries: atom 1 (C): 0.0088, atom 2 (N): -0.1013, atom 3 (C): 0.0539, atom 4 (C): 0.0916, atom 5 (C): -0.0764